No. 1
84
Properties=species:S:1:pos:R:3 method="wB97M-V/def2-TZVPD" gap_ev="3.8381 / 3.8371" total_charge=+4
Pb 0.4993 0.4417 -0.7770
C 1.7510 0.3945 -3.2865
O 2.2796 -0.1677 -4.1329
C 1.2184 2.9946 0.0411
O 1.3075 3.8219 0.8203
P -1.9791 1.5234 -1.6352
C -3.1929 2.1896 -0.4285
H -4.0501 2.5581 -1.0090
C -1.8250 2.9045 -2.8844
H -1.0545 3.5465 -2.4184
C -2.9119 0.0538 -2.3064
H -3.1120 -0.5336 -1.3928
C 3.0468 -2.2036 0.3455
P 2.8075 -0.4293 0.8648
H 3.8875 -0.6290 2.9406
H 2.1742 -2.7165 0.7896
C 4.4330 0.4085 0.4866
H 5.1827 -0.3698 0.6631
C -1.2798 2.3449 -4.1997
H -2.0254 1.7074 -4.6970
H -0.3620 1.7553 -4.0576
H -1.0477 3.1714 -4.8883
C -3.0826 3.7437 -3.1115
H -2.9193 4.4097 -3.9704
H -3.3404 4.3818 -2.2584
H -3.9468 3.1040 -3.3330
C -4.2517 0.4279 -2.9373
H -4.9183 0.9514 -2.2420
H -4.7671 -0.4954 -3.2404
H -4.1196 1.0424 -3.8377
C -2.0843 -0.8419 -3.2351
H -2.4508 -1.8757 -3.1438
H -1.0149 -0.8654 -2.9847
H -2.1889 -0.5337 -4.2842
C -3.7052 1.0844 0.5021
H -4.5249 0.5174 0.0362
H -4.0811 1.5379 1.4274
H -2.9050 0.3836 0.7759
C -2.5931 3.3921 0.3044
H -1.8000 3.0777 0.9914
H -3.3893 3.8656 0.8956
H -2.1822 4.1378 -0.3882
C 4.3231 -2.8281 0.9144
H 4.4681 -2.6232 1.9801
H 5.2155 -2.4918 0.3676
H 4.2533 -3.9182 0.7899
C 2.9802 -2.4208 -1.1693
H 3.9035 -2.0886 -1.6638
C 2.2311 0.6651 3.3895
H 2.1280 -1.9209 -1.6501
H 2.8697 -3.5003 -1.3573
C 2.1576 -1.8750 3.2264
H 1.1770 0.4928 3.6413
H 2.7749 0.8718 4.3273
H 2.2665 1.5530 2.7437
C 2.8136 -0.5861 2.7133
H 1.9546 -1.7720 4.3011
H 2.7920 -2.7593 3.0761
H 1.1921 -2.0475 2.7319
C 4.7309 1.5908 1.4067
H 3.9655 2.3673 1.2964
H 5.6887 2.0313 1.0993
H 4.7955 1.3010 2.4626
C 4.5105 0.8294 -0.9809
H 4.3845 -0.0074 -1.6803
H 5.4795 1.3165 -1.1664
H 3.7375 1.5732 -1.2077
H -0.8584 2.4159 2.9998
H -1.4862 2.3193 3.4047
C -2.4308 -3.8022 2.7199
N -1.8258 -2.5468 2.2889
C -1.9573 -1.3834 3.1565
C -1.1879 -2.4214 1.1066
C -1.0371 -3.6710 0.2791
O -0.7565 -1.2807 0.7618
H -2.9604 -3.6410 3.6671
H -1.6704 -4.5821 2.8738
H -3.1380 -4.1830 1.9665
H -0.9941 -0.8879 3.3385
H -2.6208 -0.6126 2.7422
H -2.3719 -1.7301 4.1076
H -0.4412 -3.4589 -0.6143
H -0.5132 -4.4579 0.8507
H -2.0252 -4.0410 -0.0456



No. 2
19
Properties=species:S:1:pos:R:3 method="wB97M-V/def2-TZVPD" e_above_lowest_kcal_mol=8.7 gap_ev=8.1287 total_charge=-1
C -1.2606 0.7808 -1.1637
C -0.1545 -0.3056 -1.2497
C 1.2489 0.2062 -0.9113
O 1.6152 0.0855 0.4206
N -1.9459 0.8284 0.1194
H -1.8780 0.6471 -2.0590
H -0.7711 1.7420 -1.3384
H -0.3630 -1.1383 -0.5696
H -0.1521 -0.8081 -2.2286
H 1.2624 1.2818 -1.2035
H 2.0745 -0.1988 -1.5282
H -1.2476 1.1055 0.8093
H -2.1970 -0.1150 0.3910
H 1.1218 -1.2239 0.9836
H 1.2334 -2.6658 1.7016
O 0.5989 -2.0684 1.2983
H 0.8505 0.7464 1.6461
H -0.1930 0.1087 2.5335
O 0.1573 0.9915 2.3485



No. 3
14
Properties=species:S:1:pos:R:3 method="wB97M-V/def2-TZVPD" gap_ev=11.1201 smiles="O=[N+]([O-])C(F)(F)C(F)([N+](=O)[O-])[N+](=O)[O-]"
O -1.8169 1.0242 -1.0511
N -1.8578 -0.1379 -0.8935
O -2.5761 -0.9772 -1.2805
C -0.9006 -0.6437 0.2502
F -1.3466 -0.0164 1.3324
F -1.0650 -1.9431 0.5272
C 0.6198 -0.1363 -0.1340
F 0.9346 -0.4693 -1.4237
N 0.6421 1.4845 -0.0812
O 0.5789 2.0393 0.9569
O 0.8746 1.8922 -1.1571
N 1.6994 -0.6794 0.7982
O 1.5235 -0.4058 1.9471
O 2.5327 -1.2970 0.2561



No. 4
93
Properties=species:S:1:pos:R:3 method="wB97M-V/def2-TZVPD" e_above_lowest_kcal_mol=0.0 gap_ev=5.9428 total_charge=+1
C -0.8578 -5.5890 -5.8421
O -0.2075 -4.3099 -5.6820
C 0.2342 -3.9408 -4.4526
C 0.9378 -2.7204 -4.3642
C 1.3944 -2.2668 -3.1394
C 1.1181 -2.9523 -1.9340
C 1.5241 -2.3925 -0.6240
C 2.3307 -1.2819 -0.6195
C 2.5348 -0.2635 0.4639
C 4.0679 -0.1652 0.6925
C 4.5703 -0.1090 1.9991
C 5.9500 -0.0442 2.2260
C 6.8347 -0.0200 1.1433
C 6.3408 -0.0667 -0.1660
C 4.9547 -0.1034 -0.3864
C 1.0904 -3.0520 0.6388
C -0.2264 -3.5236 0.7995
C -0.6001 -4.2476 1.9087
C 0.3775 -4.6060 2.8670
O -0.0242 -5.4886 3.8202
C 0.9470 -6.0784 4.7095
C 1.6917 -4.0880 2.7644
C 2.0124 -3.2885 1.6753
C 0.4929 -4.2119 -2.0634
C 0.0267 -4.6979 -3.2761
H -1.0854 -5.6345 -6.9087
H -0.1918 -6.4177 -5.5614
H -1.7851 -5.6388 -5.2529
H 1.1088 -2.1564 -5.2766
H 1.9884 -1.3544 -3.1407
H 2.9801 -1.1715 -1.4948
H 2.1082 -0.6162 1.4184
H 3.8695 -0.1225 2.8362
H 6.3223 -0.0135 3.2513
H 7.9084 0.0578 1.3110
H 7.0163 -0.0641 -1.0240
H 4.5938 -0.1062 -1.4163
H -0.9715 -3.3175 0.0258
H -1.6143 -4.6211 2.0441
H 0.3441 -6.7342 5.3379
H 1.6946 -6.6655 4.1592
H 1.4409 -5.3122 5.3206
H 2.4462 -4.3300 3.5156
H 3.0211 -2.8771 1.5869
H 0.3715 -4.8489 -1.1923
H -0.4933 -5.6552 -3.3228
C -2.9736 3.0667 -3.6706
C -3.6331 2.2402 -2.7597
C -3.2814 2.2637 -1.4042
C -2.2208 3.0705 -0.9625
Si -1.6722 3.0627 0.8157
C -1.8566 4.8921 1.2920
C -2.8806 5.6565 0.6974
C -3.1460 6.9674 1.1166
C -2.3808 7.5423 2.1327
C -1.3686 6.7893 2.7342
C -1.1079 5.4749 2.3230
C -2.9210 2.1440 1.8474
C -4.1841 2.7163 2.0919
C -5.1537 2.0169 2.8197
C -4.8660 0.7467 3.3273
C -3.6073 0.1812 3.1019
C -2.6340 0.8789 2.3797
O -0.1065 2.1686 0.9971
C 0.4261 1.1961 0.3194
C 1.9384 1.0732 0.1464
C 1.9601 1.3668 -1.3608
C 0.6301 0.8661 -1.9445
C -0.2828 0.4729 -0.7707
C -1.6394 3.9777 -1.8627
C -2.0012 3.9618 -3.2148
H -3.2241 3.0236 -4.7336
H -4.4274 1.5700 -3.0956
H -3.8412 1.6597 -0.6840
H -3.4921 5.2357 -0.1064
H -3.9521 7.5302 0.6470
H -2.5771 8.5681 2.4523
H -0.7785 7.2293 3.5369
H -0.3237 4.8895 2.8050
H -4.4101 3.7160 1.7170
H -6.1321 2.4693 2.9862
H -5.6196 0.2018 3.8981
H -3.3731 -0.8100 3.4890
H -1.6479 0.4335 2.2305
H 2.4840 1.8573 0.7102
H 1.9656 2.4643 -1.4569
H 2.8486 0.9874 -1.8841
H 0.1415 1.7001 -2.4798
H 0.7554 0.0580 -2.6709
H -0.2526 -0.6132 -0.6027
H -1.3280 0.7740 -0.9198
H -0.9198 4.7161 -1.4983
H -1.5206 4.6537 -3.9072



No. 5
10
Properties=species:S:1:pos:R:3 method="wB97M-V/def2-TZVPD" e_above_lowest_kcal_mol=54.4 gap_ev=10.8561 smiles="C#COC(C)=O"
C -3.3887 -0.0834 -0.1855
C -2.2219 -0.1803 -0.4386
O -0.9863 0.0921 -0.6617
C -0.0853 -0.4524 0.1324
C 1.3098 -0.1851 -0.3169
O -0.4454 -0.9963 1.1418
H -4.4865 -0.2809 -0.1092
H 2.0791 0.1368 0.3836
H 1.0905 0.5405 -0.9993
H 1.6351 -1.1486 -0.7785



No. 6
27
Properties=species:S:1:pos:R:3 method="wB97M-V/def2-TZVPD" e_above_lowest_kcal_mol=70.0 gap_ev=8.4171 smiles=Cc1c[nH]c2ccccc12.CC
C -1.6018 0.5432 -2.0929
C -1.1070 -0.0304 -0.8566
C -1.3181 -1.3772 -0.5403
N -1.0710 -1.5423 0.8151
C -0.9616 -0.2992 1.4184
C -0.8926 -0.0730 2.8386
C -0.7279 1.2882 3.0427
C -0.4963 2.2861 2.0813
C -0.6520 2.0014 0.6912
C -0.8267 0.6376 0.3064
H -1.3429 -0.0876 -2.8683
H -1.3427 1.4938 -2.1798
H -2.7088 0.6117 -2.2070
H -1.6794 -2.1030 -1.2091
H -1.0981 -2.4424 1.2295
H -0.9573 -0.8161 3.5190
H -0.8363 1.4787 4.0978
H -0.2343 3.1482 2.4675
H -0.4905 2.7227 -0.0314
C 3.0884 -1.3901 -1.1963
C 1.9131 -0.4895 -1.5000
H 3.0856 -2.4151 -1.7501
H 4.0844 -0.8293 -1.3691
H 3.0727 -1.7898 -0.0181
H 2.0611 0.1989 -0.5610
H 0.9012 -0.8911 -1.7783
H 2.1387 0.1658 -2.3493



No. 7
46
Properties=species:S:1:pos:R:3 method="wB97M-V/def2-TZVPD" e_above_lowest_kcal_mol=0.0 gap_ev=7.0568 total_charge=+1
C -4.6946 -1.5756 -0.6842
C -4.9254 -2.8882 -0.4026
H -5.4428 -1.0079 -1.2467
H -3.7932 -1.0692 -0.3447
C -3.9218 -3.6810 0.3062
C -2.6563 -3.2011 0.4877
H -2.3485 -2.2283 0.1025
H -1.9175 -3.8139 1.0127
C -6.2531 -3.5027 -0.8291
H -6.8613 -2.7205 -1.3089
H -6.8159 -3.9028 0.0304
H -6.1176 -4.3138 -1.5657
C -4.2705 -5.0546 0.8624
H -4.6380 -5.7389 0.0798
H -5.0363 -4.9886 1.6556
H -3.3662 -5.4909 1.3132
Tl 3.2714 2.0878 -0.8987
O 0.8670 1.8438 -0.0342
C 0.3788 1.2964 0.9765
O 3.3424 1.4940 1.7073
C 2.3936 1.5190 2.4940
O 2.5727 1.7096 3.8078
N 1.0416 1.2720 2.2142
C 1.2931 1.5284 4.4937
C 0.2644 1.1785 3.4364
H 1.0979 2.4921 4.9935
H 1.4288 0.6966 5.2059
H -0.5862 1.8779 3.3896
H -0.1109 0.1429 3.5427
C -0.9405 0.7202 0.9680
C -1.5334 0.6497 -0.2314
H -1.4273 0.4118 1.8923
H -0.9631 0.8884 -1.1152
H -2.5652 0.3705 -0.3292
N 4.5130 4.0696 -2.2636
C 5.1643 3.4781 -3.4561
C 5.9191 2.2086 -3.1610
N 5.0623 1.1084 -2.6659
H 3.7828 4.7297 -2.5270
H 5.2168 4.5798 -1.7309
H 4.3675 3.2670 -4.1690
H 5.9033 4.1677 -3.8944
H 6.4169 1.9346 -4.1048
H 6.6545 2.3979 -2.3797
H 4.6274 0.6484 -3.4651
H 5.6058 0.4085 -2.1644



No. 8
13
Properties=species:S:1:pos:R:3 method="wB97M-V/def2-TZVPD" e_above_lowest_kcal_mol=107.1 gap_ev="7.2827 / 7.2852"
C -1.2037 -1.2495 0.9544
C -0.2389 -0.2486 0.3912
O 0.6748 -0.9245 -0.5343
C 1.7547 -0.3705 -0.8645
O 2.1470 0.7923 -0.4500
C -0.6375 1.0031 -0.1024
C -0.8223 2.1522 -0.4760
H -1.8992 -0.7074 1.6026
H -0.7005 -1.9964 1.5806
H -1.8059 -1.7886 0.2055
H 1.4408 1.1832 0.1203
H 2.4308 -0.9170 -1.5126
H -1.1402 3.0718 -0.9147



No. 9
18
Properties=species:S:1:pos:R:3 method="wB97M-V/def2-TZVPD" e_above_lowest_kcal_mol=0.0 gap_ev=10.2145 smiles="C[P@H](=O)c1ccccc1"
C -2.3174 1.0237 0.3297
P -1.7850 -0.5134 -0.4561
O -2.5368 -1.7227 -0.0374
C 0.0087 -0.5297 -0.2514
C 0.6978 0.6057 -0.5766
C 2.1172 0.5927 -0.4013
C 2.7670 -0.6189 -0.0688
C 1.9965 -1.8335 0.1298
C 0.5687 -1.7897 -0.0255
H -1.6211 1.0830 1.1106
H -2.2758 1.9382 -0.3712
H -3.3982 1.0285 0.4939
H -2.0257 -0.2993 -1.8240
H 0.1805 1.5165 -0.5319
H 2.6066 1.5543 -0.3983
H 3.8110 -0.7235 -0.0731
H 2.3321 -2.8035 0.4429
H 0.0749 -2.7264 -0.0571



No. 10
97
Properties=species:S:1:pos:R:3 method="wB97M-V/def2-TZVPD" gap_ev="9.6139 / 7.7746" multiplicity=3 total_charge=+2
Cs 6.8797 -17.4747 6.5037
Pt 9.0569 -13.7752 3.0592
B 7.6355 -14.7955 4.6276
H 8.2539 -13.8699 4.8940
H 8.0958 -15.7289 5.0914
H 6.5883 -14.7551 5.1003
H 7.4854 -14.9235 3.4938
C 6.1105 -13.4757 10.4685
C 5.6613 -13.8682 9.0577
C 6.8804 -13.7065 8.1661
S 8.3148 -14.3305 9.1217
O 9.3768 -13.3707 8.9853
O 8.4638 -15.7138 8.7064
C 7.4195 -14.1931 10.7566
H 5.3574 -13.8401 11.1712
H 6.0892 -12.3965 10.6181
H 4.9097 -13.1902 8.6481
H 5.1926 -14.8555 9.0421
H 7.0020 -12.6259 8.0827
H 6.7138 -14.2178 7.2187
H 8.1296 -13.7790 11.4644
H 7.1817 -15.2377 10.9566
C 12.8469 -14.9240 6.6924
C 12.2677 -16.3146 6.9809
C 11.4655 -16.6957 5.7408
S 11.9058 -15.5937 4.3488
O 10.8678 -14.5799 4.1952
O 12.3231 -16.3399 3.1710
C 13.3401 -14.9532 5.2542
H 13.5441 -14.5941 7.4613
H 12.0343 -14.1891 6.7492
H 11.6377 -16.2769 7.8714
H 13.0327 -17.0459 7.2411
H 10.4060 -16.8986 5.8813
H 11.8070 -17.6794 5.4004
H 13.7285 -14.0260 4.8384
H 14.1241 -15.7074 5.1550
C 7.0868 -12.2249 -2.0516
C 6.6891 -13.6791 -2.4293
C 6.9134 -14.5030 -1.1562
S 8.4081 -13.8166 -0.3555
O 9.5471 -14.5855 -0.7682
O 8.1916 -13.6025 1.0707
C 8.4276 -12.2451 -1.2805
H 6.2807 -11.7118 -1.5328
H 7.3456 -11.6847 -2.9615
H 7.3219 -14.0326 -3.2489
H 5.7026 -13.7218 -2.8862
H 6.9549 -15.5811 -1.2878
H 6.0327 -14.2605 -0.5536
H 9.2080 -12.3387 -2.0286
H 8.5481 -11.4446 -0.5553
C 9.1454 -18.0041 -0.3538
C 7.7394 -18.3041 0.2151
C 7.5299 -17.5285 1.5386
S 9.2311 -17.2586 2.2179
O 9.4256 -17.9782 3.4479
O 9.4952 -15.8112 2.2262
C 10.1090 -18.0120 0.8275
H 9.1804 -17.0094 -0.7982
H 9.5324 -18.7522 -1.0419
H 7.7241 -19.3640 0.4625
H 7.0210 -18.0543 -0.5618
H 7.0376 -18.2175 2.2206
H 7.0780 -16.5400 1.5390
H 10.3284 -19.0262 1.1685
H 11.0581 -17.5030 0.6698
C 12.7507 -10.9387 6.1730
C 11.8101 -10.6603 7.3454
C 10.3302 -10.7685 6.8840
S 10.4401 -10.5962 5.0747
O 9.5540 -9.5294 4.6715
O 10.2119 -11.9489 4.5453
C 12.1901 -10.1572 5.0044
H 12.7322 -11.9947 5.8879
H 13.7855 -10.6718 6.3800
H 11.9571 -9.6262 7.6680
H 12.0252 -11.2520 8.2342
H 9.7651 -9.9672 7.3474
H 9.9400 -11.7515 7.1317
H 12.2635 -9.0705 5.1029
H 12.6191 -10.3156 4.0144
C 4.7448 -12.1564 4.1044
C 5.4775 -11.2282 5.0765
C 6.3147 -10.1933 4.2824
S 6.7678 -10.9701 2.7823
O 7.8507 -11.8978 3.0430
O 6.8382 -10.0341 1.6819
C 5.2523 -11.9477 2.6889
H 3.6757 -11.9328 4.1415
H 4.7867 -13.1933 4.4372
H 6.2014 -11.8302 5.6347
H 4.8537 -10.7328 5.8160
H 7.1493 -9.8662 4.9001
H 5.7235 -9.3033 4.0630
H 5.3981 -12.8459 2.0901
H 4.5302 -11.3393 2.1415



No. 11
48
Properties=species:S:1:pos:R:3 method="wB97M-V/def2-TZVPD" gap_ev=7.0204 total_charge=-1
N 4.4263 -4.6583 1.5054
P 2.9804 -4.6976 0.7635
C 2.5379 -3.0306 -0.0542
C 2.6788 -1.8672 1.0516
C 4.1744 -1.2329 1.0588
O 5.1047 -1.7009 1.7757
O 4.5110 -0.0673 0.2861
C 3.7179 -2.7510 -1.1586
O 4.7939 -3.4175 -1.2216
O 3.4327 -1.7397 -2.0760
N 1.2565 -3.0152 -0.8230
F 1.1639 -4.0363 -1.7150
P -0.1805 -2.8397 0.1741
O -0.2182 -3.7860 1.5925
O -0.5512 -1.2166 0.5720
S -1.6896 -3.4692 -0.9298
H 4.3006 -4.8953 2.5087
H 2.8884 -5.7103 -0.2522
H 2.0423 -5.0796 1.7995
H 1.9760 -0.9788 0.9070
H 2.5485 -2.3391 2.0871
H 5.1924 -0.3128 -0.3859
H -0.4517 -4.7049 1.3053
H -1.0379 -1.2785 1.4361
C 0.5367 3.8368 0.3169
C -0.0163 2.4546 0.5372
O -0.0641 1.9377 1.6493
N -0.4726 1.7771 -0.5489
C -0.4982 2.2215 -1.9257
H 0.8625 4.2566 1.2694
H 1.3970 3.7912 -0.3544
H -0.2367 4.4851 -0.1021
H -0.8298 0.8561 -0.3311
H -1.5339 2.2091 -2.2678
H 0.0888 1.5204 -2.5232
H -0.0917 3.2234 -2.0425
C -5.1819 3.2384 -1.7088
C -3.8872 3.5518 -1.0081
O -2.9700 4.1414 -1.5634
N -3.7560 3.1549 0.2880
C -4.7224 2.4526 1.1039
H -5.1438 3.6128 -2.7322
H -5.3366 2.1576 -1.7404
H -6.0126 3.7247 -1.1924
H -2.8633 3.3961 0.6972
H -4.9468 3.0688 1.9771
H -4.2754 1.5118 1.4316
H -5.6433 2.2448 0.5633



Number 1: largest force on an atom 3.93 eV/A. Number 2: largest force on an atom 1.40 eV/A. Number 3: largest force on an atom 3.64 eV/A. Number 4: largest force on an atom 2.76 eV/A. Number 5: largest force on an atom 4.35 eV/A. Number 6: largest force on an atom 7.09 eV/A. Number 7: largest force on an atom 2.78 eV/A. Number 8: largest force on an atom 0.42 eV/A. Number 9: largest force on an atom 3.84 eV/A. Number 10: largest force on an atom 2.88 eV/A. Number 11: largest force on an atom 6.25 eV/A.